Arrangement P

# C2H4N2OS

C2H4N2OS in the gas phase (ωB97M-V with the def2-TZVPD basis set, the Open Molecules 2025 dataset).

The geometry in XYZ format:
```
10
Properties=species:S:1:pos:R:3:lowdin_spin:R:1
C -0.7077 -0.8065 0.9083 0.087
C -0.6971 0.3112 1.5709 0.250
N -0.2411 0.2943 -1.1152 0.344
N 0.9534 0.0214 -1.7570 0.039
O -0.5394 -0.9418 -0.3940 0.109
S -0.0966 1.6583 0.1155 1.125
H -1.2149 -1.5831 1.5382 0.018
H -0.4641 0.6720 2.5312 0.003
H 1.3112 0.6817 -2.3468 0.013
H 1.6963 -0.3076 -1.0513 0.012
```

As for the expectation value of S²: 2.010. For the highest occupied orbital energy (alpha / beta), the calculation gives -5.49 / -9.13 eV. The multiplicity is 3. The frontier orbital gap (alpha / beta) comes out at 6.43 / 7.15 eV.

=====

Arrangement Q

# C2H4N2OS

A 2-piece molecular cluster, C2H4N2OS overall (ωB97M-V with the def2-TZVPD basis set, the Open Molecules 2025 dataset).

The geometry in XYZ format:
```
10
Properties=species:S:1:pos:R:3:lowdin_spin:R:1
C 0.6064 0.2118 -0.6322 1.196
C -1.4615 -0.8963 -0.0477 0.026
N 1.4105 1.4727 2.2719 0.035
N 0.5008 1.3731 1.6880 0.060
O -0.2836 -0.7410 -0.8411 0.355
S 1.9826 0.1510 -1.7058 0.306
H -1.3764 -1.7396 0.5634 0.003
H -2.3559 -0.9978 -0.7377 0.002
H -1.4810 -0.0348 0.5060 0.008
H 2.4582 1.2008 -1.0647 0.009
```

As for the expectation value of S²: 2.006. For the highest occupied orbital energy (alpha / beta), the calculation gives -6.25 / -9.70 eV. The multiplicity is 3. The frontier orbital gap (alpha / beta) comes out at 7.24 / 8.85 eV.

=====

Preferred: arrangement Q; penalty for the next structure: 379.7 kJ/mol.

=====

Arrangement P

# ClH4N2OP

ClH4N2OP in the gas phase (ωB97M-V with the def2-TZVPD basis set, the Open Molecules 2025 dataset).

The geometry in XYZ format:
```
9
Properties=species:S:1:pos:R:3:lowdin_charge:R:1
N -0.9360 0.8237 -0.5632 -0.201
P 0.0096 -0.4877 -0.7859 0.608
O -0.7381 -1.6825 -0.0573 -0.319
N 1.2415 -0.2307 0.4667 -0.692
Cl 2.8797 -0.0127 -0.0296 0.443
H -0.8638 1.5776 -1.2276 0.036
H -1.5717 0.9110 0.2526 0.066
H -1.2205 -1.3358 0.7644 0.090
H 1.1992 0.4371 1.1800 -0.031
```

Its structure (SMILES) is NP(O)NCl. For the highest occupied orbital energy, the calculation gives -8.75 eV. The multiplicity is 1. The frontier orbital gap comes out at 9.26 eV.

=====

Arrangement Q

# ClH4N2OP

ClH4N2OP in the gas phase (ωB97M-V with the def2-TZVPD basis set, the Open Molecules 2025 dataset).

The geometry in XYZ format:
```
9
Properties=species:S:1:pos:R:3:lowdin_charge:R:1
N 0.0217 0.8903 -0.9598 -0.221
P -1.2473 0.4197 0.0086 0.844
N -0.3202 -0.3813 1.1703 -0.251
O -1.8443 -1.3702 -1.0057 -0.931
Cl -0.4839 -2.3309 -1.0714 0.473
H -0.0343 1.6514 -1.6253 0.041
H 1.0070 0.8709 -0.7561 0.047
H 0.2499 -1.1174 0.7660 -0.042
H -0.9896 -0.7983 1.8360 0.041
```

Its structure (SMILES) is NP(N)OCl. For the highest occupied orbital energy, the calculation gives -9.20 eV. The multiplicity is 1. The frontier orbital gap comes out at 9.75 eV.

=====

Preferred: arrangement P; penalty for the next structure: 87.2 kJ/mol.

=====

Arrangement P

# ClH4N2OP

ClH4N2OP in the gas phase (ωB97M-V with the def2-TZVPD basis set, the Open Molecules 2025 dataset).

The geometry in XYZ format:
```
9
Properties=species:S:1:pos:R:3:lowdin_charge:R:1
N 1.4545 -0.8122 -0.2167 -0.168
P -0.1742 0.3205 -0.6920 0.729
O -0.0207 1.5047 0.4229 -0.344
N -1.1935 -0.6503 0.2656 -0.695
Cl -2.8654 -0.1262 0.1308 0.474
H 1.5864 -0.6014 0.7675 -0.021
H 2.2133 -0.3907 -0.7358 -0.033
H 0.1366 2.3837 0.0676 0.041
H -1.1370 -1.6281 -0.0099 0.019
```

Its structure (SMILES) is NP(O)NCl. For the highest occupied orbital energy, the calculation gives -9.13 eV. The multiplicity is 1. The frontier orbital gap comes out at 9.74 eV.

=====

Arrangement Q

# ClH4N2OP

ClH4N2OP in the gas phase (ωB97M-V with the def2-TZVPD basis set, the Open Molecules 2025 dataset).

The geometry in XYZ format:
```
9
Properties=species:S:1:pos:R:3:lowdin_charge:R:1
N 0.3618 -0.6047 0.9022 -0.098
P -0.2613 0.6180 -0.1158 0.443
O -0.0961 0.2874 -1.6674 -0.204
N 0.4213 1.9966 0.0120 -0.776
Cl 0.6086 3.0441 1.3155 0.434
H -0.4243 -1.1521 1.3705 0.080
H 1.1284 -0.4440 1.4694 0.007
H -1.7008 0.5444 -0.0860 0.049
H 0.8792 0.2950 -1.6602 0.066
```

Its structure (SMILES) is N[P@H](O)=NCl. For the highest occupied orbital energy, the calculation gives -8.72 eV. The multiplicity is 1. The frontier orbital gap comes out at 9.50 eV.

=====

Arrangement R

# ClH4N2OP

ClH4N2OP as an isolated structure (ωB97M-V with the def2-TZVPD basis set, the Open Molecules 2025 dataset).

The geometry in XYZ format:
```
9
Properties=species:S:1:pos:R:3:lowdin_charge:R:1
N -0.3012 1.4752 -0.7306 -0.132
N 0.7772 -1.1949 0.2152 -0.739
O -0.6578 0.2955 1.6416 -0.394
P -0.9087 -0.5035 0.2867 0.847
Cl 1.2692 -2.1272 -1.1356 0.468
H -1.1067 1.8694 -1.2363 -0.033
H 0.2267 0.9533 -1.4503 -0.058
H 0.8016 -1.8579 0.9762 -0.015
H -0.1004 1.0901 1.4332 0.055
```

For the highest occupied orbital energy, the calculation gives -9.15 eV. The multiplicity is 1. The frontier orbital gap comes out at 9.01 eV.

=====

Preferred: arrangement P; penalty for the next structure: 26.0 kJ/mol.

=====

Arrangement P

# C23H34N4O2

C23H34N4O2 in the gas phase (ωB97M-V with the def2-TZVPD basis set, the Open Molecules 2025 dataset).

The geometry in XYZ format:
```
63
Properties=species:S:1:pos:R:3:lowdin_charge:R:1
C -5.4140 -2.1946 -0.6902 -0.037
C -4.0226 -2.6941 -0.4815 -0.201
C -3.7098 -4.0087 -0.2671 -0.037
C -2.3732 -4.4165 -0.0596 -0.057
C -1.3609 -3.5106 -0.0769 -0.028
N -1.6545 -2.2057 -0.3018 0.069
C -0.8520 -1.1071 -0.3810 -0.123
C 0.6281 -1.1831 -0.2325 -0.125
N 0.9828 -1.8380 1.0204 -0.224
C 0.6306 -1.0278 2.1663 -0.073
C 2.3151 -2.4060 1.0840 -0.198
C 3.5099 -1.4777 1.3621 -0.114
C 3.8548 -0.4467 0.2858 -0.351
C 4.2623 -1.0745 -1.0508 -0.139
C 4.6832 0.0220 -2.0275 -0.193
C 5.7868 0.8636 -1.3923 -0.175
C 5.3042 1.3726 -0.0342 -0.214
O 4.9285 0.3174 0.8183 -0.107
C -1.7030 -0.0324 -0.6075 -0.108
C -1.2404 1.3627 -0.7827 -0.371
O -0.0581 1.5762 -1.0437 0.032
N -2.1174 2.3807 -0.6583 -0.040
C -3.5008 2.3064 -0.2533 -0.158
C -3.6827 2.9729 1.1124 -0.175
C -3.1990 4.4197 1.0585 -0.212
C -1.7518 4.4583 0.5744 -0.174
C -1.6319 3.7412 -0.7698 -0.146
N -2.9910 -0.4611 -0.6808 0.153
C -2.9591 -1.7663 -0.4969 -0.222
H -5.4461 -1.5476 -1.5639 0.083
H -5.7252 -1.5984 0.1667 0.087
H -6.1079 -3.0209 -0.8185 0.077
H -4.4926 -4.7518 -0.2503 0.110
H -2.1550 -5.4574 0.1157 0.103
H -0.3252 -3.7517 0.0960 0.120
H 1.0353 -1.7789 -1.0568 0.132
H 1.0134 -0.1598 -0.3224 0.099
H 1.1223 -0.0453 2.1691 0.093
H 0.8974 -1.5623 3.0767 0.091
H -0.4480 -0.8653 2.1626 0.086
H 2.2929 -3.1416 1.8979 0.118
H 2.4855 -2.9543 0.1540 0.111
H 3.3427 -0.9354 2.2937 0.111
H 4.3918 -2.1048 1.5106 0.123
H 3.0038 0.2316 0.1129 0.141
H 3.4301 -1.6419 -1.4667 0.102
H 5.0987 -1.7557 -0.8769 0.128
H 5.0297 -0.4181 -2.9648 0.109
H 3.8211 0.6566 -2.2484 0.117
H 6.0482 1.7094 -2.0294 0.111
H 6.6776 0.2493 -1.2452 0.115
H 6.0987 1.9076 0.4915 0.123
H 4.4512 2.0548 -0.1816 0.128
H -3.8138 1.2640 -0.2309 0.087
H -4.1029 2.8392 -0.9997 0.130
H -4.7350 2.9321 1.3977 0.109
H -3.1056 2.4216 1.8579 0.116
H -3.2796 4.8832 2.0438 0.106
H -3.8283 4.9868 0.3680 0.111
H -1.4101 5.4892 0.4691 0.110
H -1.1089 3.9584 1.3016 0.118
H -0.5922 3.6993 -1.0980 0.116
H -2.2281 4.2650 -1.5261 0.130
```

Its structure (SMILES) is Cc1cccn2c(CN(C)CC[C@@H]3CCCCO3)c(C(=O)N3CCCCC3)nc12. For the highest occupied orbital energy, the calculation gives -8.02 eV. The multiplicity is 1. The frontier orbital gap comes out at 8.71 eV.

=====

Arrangement Q

# C23H34N4O2

C23H34N4O2 in the gas phase (ωB97M-V with the def2-TZVPD basis set, the Open Molecules 2025 dataset).

The geometry in XYZ format:
```
63
Properties=species:S:1:pos:R:3:lowdin_charge:R:1
C 5.8401 -1.7806 -5.7537 -0.052
C 5.1340 -1.6805 -4.4374 -0.279
C 5.1512 -2.7303 -3.5287 -0.042
C 4.4846 -2.6391 -2.3213 -0.031
C 3.7800 -1.4846 -1.9903 -0.176
C 3.0666 -1.3524 -0.7183 -0.213
C 2.5837 -2.4720 0.0203 0.022
C 1.9309 -2.2551 1.1864 0.050
C 1.7099 -0.9173 1.6734 -0.416
O 1.1151 -0.6219 2.7058 0.021
N 2.2349 0.0702 0.8541 -0.036
C 2.0863 1.4636 1.2248 -0.018
C 0.6730 1.9815 0.8733 -0.477
O 0.4720 2.6880 -0.0902 0.063
N -0.2573 1.5852 1.7532 0.072
C -1.6665 1.8249 1.5506 -0.148
C -2.3686 0.5544 1.0554 -0.174
N -3.8067 0.7193 1.0210 -0.171
C -4.2378 1.6259 -0.0387 -0.178
C -4.7799 2.9511 0.5186 -0.416
C -4.9724 3.9535 -0.6164 -0.079
C -6.0900 2.7249 1.2661 -0.069
C -4.5238 -0.5458 1.0379 -0.188
C -4.4755 -1.2600 2.3963 -0.423
C -4.9710 -0.3410 3.5077 -0.076
C -5.3171 -2.5326 2.3322 -0.082
N 2.8748 -0.1398 -0.2749 0.169
C 3.7686 -0.4241 -2.8977 -0.017
C 4.4339 -0.5252 -4.1008 -0.035
H 6.4825 -2.6567 -5.7880 0.074
H 6.4445 -0.8929 -5.9317 0.081
H 5.1136 -1.8546 -6.5630 0.085
H 5.6974 -3.6322 -3.7662 0.110
H 4.5388 -3.4647 -1.6271 0.105
H 2.7226 -3.4723 -0.3593 0.112
H 1.5373 -3.0591 1.7892 0.121
H 2.8182 2.0331 0.6520 0.132
H 2.2573 1.5618 2.2993 0.133
H 0.0081 0.8853 2.4432 0.107
H -2.1168 2.1384 2.4957 0.126
H -1.7554 2.6303 0.8202 0.113
H -2.1242 -0.2510 1.7508 0.112
H -1.9559 0.2812 0.0657 0.134
H -3.4005 1.8414 -0.7133 0.121
H -5.0223 1.1589 -0.6436 0.125
H -4.0460 3.3515 1.2233 0.124
H -4.0294 4.1504 -1.1214 0.075
H -5.3578 4.8947 -0.2313 0.075
H -5.6798 3.5676 -1.3480 0.079
H -5.9419 2.0005 2.0604 0.053
H -6.8551 2.3511 0.5880 0.081
H -6.4460 3.6551 1.7036 0.077
H -5.5713 -0.3296 0.8178 0.122
H -4.1489 -1.2345 0.2582 0.130
H -3.4440 -1.5494 2.6201 0.121
H -4.4043 0.5857 3.5008 0.065
H -4.8550 -0.8187 4.4779 0.076
H -6.0240 -0.1082 3.3635 0.077
H -5.2738 -3.0632 3.2805 0.076
H -6.3571 -2.2913 2.1219 0.079
H -4.9546 -3.1970 1.5505 0.074
H 3.2253 0.4715 -2.6412 0.111
H 4.4130 0.3022 -4.7953 0.115
```

Its structure (SMILES) is Cc1ccc(-c2ccc(=O)n(CC(=O)NCCN(CC(C)C)CC(C)C)n2)cc1. For the highest occupied orbital energy, the calculation gives -8.35 eV. The multiplicity is 1. The frontier orbital gap comes out at 8.26 eV.

=====

Preferred: arrangement P; penalty for the next structure: 28.5 kJ/mol.